Record 1
{
  "formula": "C34H36BF3O4S",
  "method": "ωB97M-V with the def2-TZVPD basis set",
  "max_force_ha_per_bohr": 0.070,
  "orbital_gap_ev": 3.601,
  "e_homo_ev": -5.5,
  "de_lowest_kcal_mol": 82.04,
  "elements": ["C", "C", "C", "C", "C", "B", "C", "C", "C", "C", "C", "F", "F", "F", "C", "C", "O", "C", "C", "C", "C", "C", "C", "O", "S", "H", "H", "H", "H", "H", "H", "H", "H", "H", "H", "H", "H", "H", "H", "H", "H", "H", "H", "H", "H", "H", "C", "O", "C", "C", "C", "C", "C", "C", "C", "C", "C", "O", "C", "C", "C", "C", "C", "C", "H", "H", "H", "H", "H", "H", "H", "H", "H", "H", "H", "H", "H", "H", "H"],
  "xyz": [[-3.51009, 5.91366, -0.46340], [-2.62714, 4.79157, -0.03146], [-2.28201, 4.48797, 1.27862], [-1.48751, 3.33370, 1.44830], [-1.03554, 2.79900, 0.25061], [-1.25644, 0.87032, -0.01268], [0.11281, 1.87278, 0.07730], [1.01023, 1.57430, 1.19579], [2.34820, 1.90075, 1.17743], [2.94610, 2.36426, -0.00303], [4.38856, 2.78149, -0.06598], [5.08037, 2.05084, -1.00402], [4.53509, 4.08939, -0.42960], [5.05206, 2.61971, 1.10777], [2.18457, 2.44664, -1.16990], [0.86210, 2.09616, -1.16348], [-1.85553, 0.45814, 1.14393], [-3.11851, -0.12675, 0.72981], [-2.99157, -1.62341, 0.94612], [-4.21096, 0.44172, 1.60557], [-3.26448, 0.31299, -0.81195], [-3.68968, -0.80506, -1.73241], [-4.18790, 1.51212, -1.00752], [-1.91250, 0.68339, -1.20081], [-1.82505, 3.68250, -1.06417], [-3.97388, 6.37183, 0.41731], [-2.96028, 6.71378, -0.97777], [-4.32489, 5.59036, -1.12761], [-2.62169, 5.13469, 2.06501], [-1.22190, 2.94115, 2.42074], [0.59966, 1.08111, 2.07607], [2.96673, 1.79107, 2.07252], [2.66928, 2.80669, -2.08364], [0.32227, 2.09034, -2.11029], [-3.68292, -2.22298, 0.35238], [-1.98594, -1.94976, 0.71370], [-3.15965, -1.84428, 2.00376], [-5.16573, -0.00075, 1.28770], [-4.01383, 0.19325, 2.65704], [-4.25399, 1.53649, 1.50012], [-4.64278, -1.22978, -1.39191], [-3.83241, -0.40263, -2.74115], [-2.91430, -1.58094, -1.76765], [-5.24464, 1.20529, -0.91499], [-3.98998, 2.32021, -0.28713], [-4.03452, 1.92477, -2.01240], [1.84968, -4.29657, 5.38640], [0.74088, -4.56499, 4.47879], [0.80670, -3.91641, 3.27077], [-0.26885, -4.03543, 2.36143], [-0.29141, -3.25049, 1.23566], [0.65520, -2.20440, 0.99358], [0.47138, -1.27743, -0.12208], [1.51807, -1.22864, -1.12411], [1.35785, -1.69840, -2.46792], [2.47367, -1.85574, -3.27383], [3.72844, -1.38720, -2.81435], [4.73732, -1.51723, -3.72610], [4.21481, -2.31454, -4.84302], [2.70599, -2.44483, -4.63776], [3.88157, -0.77923, -1.56031], [2.78213, -0.71912, -0.74476], [1.82823, -2.26029, 1.80967], [1.88157, -3.08052, 2.92073], [1.50648, -4.59524, 6.37594], [2.74415, -4.89057, 5.12822], [2.09234, -3.22067, 5.40271], [-1.03695, -4.79863, 2.55197], [-1.04375, -3.46674, 0.47351], [-0.53299, -1.30814, -0.56316], [0.36452, -1.98181, -2.81393], [4.50047, -1.81492, -5.77454], [4.70932, -3.29200, -4.78723], [2.40594, -3.49596, -4.72479], [2.17133, -1.87814, -5.40709], [4.85970, -0.40942, -1.26219], [2.86738, -0.21687, 0.21900], [2.73313, -1.70422, 1.55420], [2.78595, -3.09332, 3.53194]],
  "atomic_forces_ev_per_a": [[-0.2, 0.3, -0.3], [0.9, -0.8, 1.3], [-0.8, 0.2, -0.9], [0.5, 0.2, -0.6], [-1.6, 3.1, 0.9], [1.6, -0.8, 0.1], [1.5, -2.2, -1.2], [0.5, 1.1, 1.1], [-0.7, -0.2, 0.3], [0.6, 1.0, -0.2], [0.0, -0.1, -0.1], [-0.3, 0.6, 0.5], [0.1, -0.6, 0.1], [-0.4, 0.1, -0.5], [0.6, -0.1, 0.1], [-0.6, 0.3, -0.5], [-0.5, -0.3, -0.4], [-0.1, 0.1, -0.4], [-0.1, -0.1, 0.1], [-0.2, 0.3, 0.0], [-0.1, -0.2, 0.4], [-0.1, -0.2, -0.1], [-0.2, 0.2, 0.1], [-0.3, -0.2, 0.6], [0.8, 0.1, -0.1], [0.1, -0.2, -0.1], [0.0, -0.3, 0.0], [0.3, 0.0, 0.1], [-0.2, -0.1, 0.5], [0.2, 0.1, -0.1], [0.0, 0.3, -0.1], [-0.3, -0.2, -0.3], [-0.3, -0.4, 0.2], [0.0, 0.2, 0.2], [-0.1, 0.1, 0.1], [-0.3, 0.2, -0.1], [0.1, 0.0, -0.1], [0.1, 0.2, 0.3], [-0.1, 0.0, -0.3], [-0.1, -0.5, 0.2], [0.2, 0.0, -0.2], [0.1, -0.1, 0.1], [-0.3, 0.1, 0.0], [0.4, 0.1, 0.0], [-0.1, -0.3, -0.3], [0.0, -0.2, 0.2], [-0.6, -0.1, -0.3], [0.9, 0.3, 0.0], [0.0, 0.7, -0.1], [0.5, -0.7, 0.8], [0.1, 0.6, -0.3], [0.6, -0.1, 0.5], [-1.0, -1.9, -1.4], [0.4, 1.1, -0.1], [0.1, 0.2, 0.5], [0.9, 0.4, 0.7], [-0.5, 0.2, 0.1], [-0.6, -0.3, -0.1], [0.6, 0.1, 0.5], [-0.6, 0.0, -0.6], [0.7, -0.4, -1.1], [-0.4, -0.2, 0.3], [-0.6, 0.2, -0.6], [0.0, -0.6, 0.4], [-0.1, -0.1, -0.1], [-0.4, 0.3, -0.1], [-0.1, -0.5, 0.0], [0.4, 0.4, -0.1], [0.2, 0.2, 0.3], [0.3, -0.4, 0.0], [0.2, -0.1, 0.1], [-0.1, -0.1, 0.3], [0.0, 0.2, -0.1], [-0.1, 0.3, 0.1], [-0.1, -0.1, 0.1], [-0.3, 0.0, 0.0], [0.0, -0.4, -0.4], [-0.5, 0.0, 0.1], [-0.3, 0.1, -0.4]],
  "lowdin_charge": [-0.095, -0.563, -0.119, -0.059, -0.409, -0.751, -0.249, -0.001, -0.031, -0.160, -0.531, 0.096, 0.115, 0.116, -0.016, -0.006, 0.139, -0.416, -0.002, -0.007, -0.427, -0.013, -0.040, 0.112, 1.152, 0.082, 0.082, 0.081, 0.106, 0.133, 0.131, 0.127, 0.138, 0.120, 0.090, 0.032, 0.103, 0.104, 0.100, 0.084, 0.098, 0.097, 0.095, 0.103, 0.059, 0.091, -0.068, -0.088, -0.271, -0.004, -0.060, -0.181, -0.022, -0.194, 0.059, -0.144, -0.211, -0.018, -0.124, -0.103, 0.023, -0.049, -0.008, -0.039, 0.086, 0.099, 0.087, 0.125, 0.113, 0.083, 0.122, 0.122, 0.121, 0.120, 0.118, 0.117, 0.093, 0.103, 0.100]
}

---

Record 2
{
  "formula": "C34H36BrIrNP2S",
  "method": "ωB97M-V with the def2-TZVPD basis set",
  "charge": 3,
  "max_force_ha_per_bohr": 0.004,
  "orbital_gap_ev": 7.535,
  "e_homo_ev": -17.0,
  "elements": ["Ir", "C", "C", "P", "C", "C", "C", "C", "C", "C", "C", "C", "C", "C", "C", "C", "P", "C", "C", "C", "C", "C", "C", "C", "C", "C", "C", "C", "C", "H", "H", "H", "H", "H", "H", "H", "H", "H", "H", "H", "H", "H", "H", "H", "H", "H", "H", "H", "H", "H", "H", "H", "H", "C", "C", "C", "C", "C", "Br", "N", "C", "H", "H", "H", "H", "H", "H", "C", "S", "C", "H", "H", "H", "H", "H", "H"],
  "xyz": [[0.18540, 0.36322, 0.78587], [-1.60728, 1.08295, -2.05855], [-2.44053, -0.04136, -1.43915], [-1.44997, -1.02629, -0.24648], [-0.71748, -2.24860, -1.36537], [0.20460, -1.79818, -2.31601], [0.64526, -2.63226, -3.32848], [0.16983, -3.93731, -3.40410], [-0.75693, -4.38865, -2.47793], [-1.21297, -3.54786, -1.46964], [-2.55683, -1.84610, 0.90395], [-3.80438, -1.29509, 1.20299], [-4.63162, -1.90794, 2.13214], [-4.22169, -3.06962, 2.77021], [-2.97765, -3.61980, 2.48457], [-2.14627, -3.01112, 1.56081], [-0.44074, 1.78983, -0.85722], [0.56650, 3.03551, -1.60673], [1.50450, 2.65770, -2.57301], [2.28907, 3.62638, -3.17248], [2.13505, 4.96317, -2.81237], [1.19402, 5.33802, -1.86209], [0.40268, 4.37597, -1.25245], [-1.39722, 2.28445, 0.57646], [-0.67656, 2.48354, 1.77750], [-1.36158, 2.52082, 3.01164], [-2.72753, 2.43131, 3.04251], [-3.45777, 2.36172, 1.83806], [-2.81426, 2.26921, 0.63473], [-2.22661, 1.89719, -2.44546], [-1.01499, 0.72692, -2.90375], [-2.77873, -0.73642, -2.20831], [-3.32827, 0.33824, -0.94674], [0.58289, -0.78277, -2.27018], [1.34811, -2.26760, -4.06664], [0.50774, -4.59180, -4.19639], [-1.14738, -5.39496, -2.54753], [-1.97413, -3.90979, -0.79461], [-4.15357, -0.39810, 0.71083], [-5.60480, -1.48718, 2.34609], [-4.87474, -3.55293, 3.48431], [-2.66267, -4.53048, 2.97607], [-1.18210, -3.45584, 1.34340], [1.62018, 1.61764, -2.86150], [3.01258, 3.34849, -3.92669], [2.74691, 5.71842, -3.28751], [1.06848, 6.38095, -1.60433], [-0.34311, 4.67167, -0.52424], [0.33495, 2.85212, 1.74151], [-0.80503, 2.69715, 3.92300], [-3.25548, 2.49080, 3.98519], [-4.53894, 2.40587, 1.86763], [-3.38774, 2.26038, -0.28148], [4.25943, -2.88867, -1.35121], [3.28104, -2.58962, -0.25546], [3.16300, -3.38639, 0.87906], [2.26158, -3.06125, 1.88815], [1.48227, -1.95497, 1.68171], [0.29256, -1.20632, 2.96157], [1.52412, -1.20271, 0.57812], [2.43711, -1.48917, -0.35566], [5.00659, -3.60844, -1.02553], [4.77422, -1.98557, -1.67806], [3.73916, -3.31017, -2.21378], [3.80022, -4.25416, 0.99698], [2.18848, -3.63514, 2.80153], [2.49691, -0.81493, -1.19651], [2.36243, 1.85150, 3.25071], [2.38361, 1.37827, 1.50867], [2.81031, 2.97493, 0.79075], [3.35326, 2.22813, 3.49832], [2.16040, 0.96644, 3.84636], [1.61886, 2.62122, 3.44986], [2.06028, 3.73957, 0.98752], [2.94691, 2.84830, -0.27987], [3.75606, 3.26760, 1.24471]],
  "atomic_forces_ev_per_a": [[0.1, 0.0, -0.2], [0.0, 0.0, 0.0], [0.0, 0.0, 0.0], [0.0, 0.0, 0.1], [0.0, 0.0, 0.0], [0.0, 0.0, 0.0], [0.0, 0.0, 0.0], [0.0, 0.0, 0.0], [0.0, 0.0, 0.0], [0.0, 0.0, 0.0], [-0.1, 0.0, 0.0], [0.0, 0.0, 0.0], [0.0, 0.0, 0.0], [0.0, 0.0, 0.0], [0.0, 0.0, 0.0], [0.0, 0.0, 0.0], [0.0, -0.1, 0.0], [-0.1, 0.1, 0.0], [0.0, 0.0, 0.0], [0.0, 0.0, 0.0], [0.0, 0.0, 0.0], [0.0, 0.0, 0.0], [0.0, 0.0, 0.0], [-0.1, 0.1, 0.0], [0.0, 0.0, 0.1], [0.1, 0.0, 0.0], [-0.1, 0.0, 0.0], [0.0, 0.0, 0.1], [0.1, 0.0, -0.1], [0.0, 0.0, 0.0], [0.0, 0.0, 0.0], [0.0, 0.0, 0.0], [0.0, 0.0, 0.0], [0.0, 0.0, 0.0], [0.0, 0.0, 0.0], [0.0, 0.0, 0.0], [0.0, 0.0, 0.0], [0.0, 0.0, 0.0], [0.0, 0.0, 0.0], [0.0, 0.0, 0.0], [0.0, 0.0, 0.0], [0.0, 0.0, 0.0], [0.0, 0.0, 0.0], [0.0, 0.0, 0.0], [0.0, 0.0, 0.0], [0.0, 0.0, 0.0], [0.0, 0.0, 0.0], [0.0, 0.0, 0.0], [0.0, 0.0, 0.0], [0.0, 0.0, 0.0], [0.0, 0.0, 0.0], [0.0, 0.0, 0.0], [0.0, 0.0, 0.0], [0.0, 0.0, 0.0], [0.0, 0.0, 0.0], [0.0, 0.0, 0.0], [0.0, 0.0, 0.0], [0.0, 0.0, 0.0], [0.0, 0.0, 0.0], [-0.1, 0.0, 0.0], [0.0, 0.0, 0.0], [0.0, 0.0, 0.0], [0.0, 0.0, 0.0], [0.0, 0.0, 0.0], [0.0, 0.0, 0.0], [0.0, 0.0, 0.0], [0.0, 0.0, 0.0], [0.0, 0.0, 0.0], [0.0, 0.0, 0.2], [0.0, 0.0, 0.0], [0.0, 0.0, 0.0], [0.0, 0.0, 0.0], [0.0, 0.0, 0.0], [0.0, 0.0, 0.0], [0.0, 0.0, 0.0], [0.0, 0.0, 0.0]],
  "lowdin_charge": [0.729, -0.305, -0.310, 0.960, -0.346, -0.140, -0.050, -0.029, -0.028, -0.054, -0.375, -0.074, -0.037, -0.024, -0.040, -0.157, 0.912, -0.385, -0.095, -0.037, -0.013, -0.028, -0.074, -0.388, -0.200, -0.037, -0.001, -0.011, -0.071, 0.121, 0.094, 0.121, 0.058, 0.068, 0.122, 0.127, 0.127, 0.107, 0.090, 0.124, 0.128, 0.125, 0.097, 0.107, 0.126, 0.130, 0.129, 0.119, 0.041, 0.126, 0.135, 0.137, 0.119, -0.001, -0.196, 0.055, -0.021, -0.670, 0.980, -0.232, -0.080, 0.100, 0.100, 0.096, 0.147, 0.137, 0.128, -0.312, 0.805, -0.308, 0.070, 0.026, 0.046, 0.052, 0.040, 0.072]
}

---

Results for lowest unoccupied orbital energy: -1.87, -9.44 (in eV, following the order of the records).